The following is a quantum chemistry calculation of a molecular structure, C33H46HfOP2Si at a distorted geometry, from the OMol25 dataset.

- Orbital gap: 4.41 eV
- Highest occupied orbital energy: -12.86 eV
- Net charge: +2
- LUMO: -8.451 eV
- DFT total energy: -64757.3875 eV
- 2S+1: 1

XYZ file:
```
84
Properties=species:S:1:pos:R:3:lowdin_charge:R:1
P -0.85027 2.72345 1.81039 0.96
P -0.68232 -1.04060 -2.61374 0.99
C -1.07427 2.59579 -0.11666 -0.39
C -1.52202 1.36836 -0.81766 -0.34
H -0.03021 2.88140 -0.51602 0.00
H -1.71590 3.43591 -0.44204 0.10
H -2.12521 0.60055 -0.33870 0.03
H -1.88318 1.48335 -1.84624 0.05
C 0.00113 -0.63496 -4.26412 -0.34
H -0.15115 -1.53827 -4.85497 0.05
H 1.06477 -0.38104 -4.14198 0.02
H -0.49863 0.23348 -4.74075 0.06
C -2.40391 -1.58866 -2.99304 -0.27
H -2.47369 -1.85065 -4.05636 0.05
H -3.12500 -0.80453 -2.71461 0.05
H -2.56509 -2.48987 -2.37434 0.05
C 0.45463 3.91904 2.26483 -0.17
H 0.41667 4.03890 3.36555 0.09
H 0.26741 4.89632 1.79081 0.06
H 1.46537 3.56419 1.98145 0.07
C -2.49290 3.42083 2.05204 -0.16
H -3.16875 2.96720 1.30842 0.08
H -2.44026 4.50471 1.83846 0.09
H -2.84711 3.23577 3.07322 0.08
Hf 0.57170 1.09279 -1.13216 1.45
C 0.26494 2.46810 -2.98803 -0.25
C 1.67944 2.10273 -2.66485 -0.36
C 2.77921 3.14983 -2.83205 -0.18
C 2.57057 4.45059 -2.00581 -0.16
C 1.58947 4.31450 -0.89652 -0.15
C 0.35752 4.85348 -0.95388 -0.14
C -0.41567 4.93140 -2.23018 -0.17
C -0.02954 3.93313 -3.35663 -0.16
C -0.36562 1.13732 2.55103 -0.16
H -0.13403 1.86459 -3.83704 0.06
H 2.00453 1.12582 -3.11832 0.10
H 2.90950 3.38520 -3.90318 0.13
H 3.68315 2.61404 -2.50280 0.11
H 3.55640 4.74814 -1.62342 0.13
H 2.24573 5.22850 -2.70175 0.12
H 1.99051 3.89131 0.02038 0.09
H -0.11404 5.30697 -0.07862 0.11
H -0.44280 5.96347 -2.64837 0.14
H -1.47248 4.77466 -1.97851 0.11
H -0.86632 3.97269 -4.08703 0.13
H 0.82378 4.35221 -3.90760 0.11
H -1.18186 0.38920 2.57877 0.06
H 0.04811 1.26393 3.57511 0.09
H 0.44893 0.69378 1.95318 0.03
O 0.78219 -0.54014 0.14242 -0.51
Si 0.40497 -1.98233 0.85378 0.52
C -1.28802 -2.24156 1.68762 -0.27
C -1.49510 -3.38292 2.49698 -0.11
C -2.76700 -3.66068 3.03021 -0.04
C -3.83641 -2.80165 2.75334 -0.06
C -3.62317 -1.67293 1.96322 -0.08
C -2.36296 -1.39730 1.43612 -0.14
C 0.48452 -3.58657 -0.17804 -0.25
C 1.66478 -3.89063 -0.86612 -0.12
C 1.84701 -5.16016 -1.42718 -0.07
C 0.85467 -6.13955 -1.30905 -0.06
C -0.35707 -5.81734 -0.69372 -0.06
C -0.54809 -4.53884 -0.16095 -0.10
C 1.53038 -2.36622 2.33084 -0.24
C 2.85167 -2.74402 2.07053 -0.09
C 3.68960 -3.12577 3.13092 -0.06
C 3.20876 -3.15078 4.44480 -0.07
C 1.88671 -2.77689 4.69943 -0.07
C 1.06385 -2.35147 3.64970 -0.12
H -0.67132 -4.07499 2.70329 0.12
H -2.90091 -4.55158 3.65049 0.12
H -4.82170 -3.01553 3.16047 0.11
H -4.43365 -0.99056 1.73475 0.10
H -2.18969 -0.52468 0.81660 0.04
H 2.45451 -3.13992 -0.93732 0.09
H 2.79723 -5.38816 -1.90806 0.11
H 1.01476 -7.13599 -1.72174 0.11
H -1.14193 -6.56856 -0.57452 0.11
H -1.50558 -4.32588 0.31225 0.09
H 3.20750 -2.76678 1.04011 0.09
H 4.71364 -3.41656 2.92724 0.11
H 3.86740 -3.42988 5.27330 0.11
H 1.47236 -2.82524 5.70646 0.11
H 0.02483 -2.06701 3.87622 0.10
```